ORCA calculation (ωB97M-V with the def2-TZVPD basis set) on C39H59BN6O6PdS2Se as an isolated structure.

```
115
C39H59BN6O6PdS2Se ωB97M-V with the def2-TZVPD basis set
Pd 1.276 -0.661 0.984
O -0.662 -2.409 0.703
N -0.696 -2.890 1.885
O -1.552 -3.726 2.186
O 0.142 -2.475 2.700
C 4.884 -5.116 -2.191
C 4.202 -5.555 -3.485
C 2.735 -5.145 -3.625
C 2.481 -3.664 -3.909
N 2.655 -2.788 -2.751
C 1.905 -2.836 -1.617
S 2.714 -2.599 -0.123
N 0.608 -3.044 -1.664
C -0.274 -2.919 -2.816
C -0.732 -4.243 -3.435
C -1.942 -4.874 -2.746
C -1.724 -5.227 -1.279
H 5.828 -5.646 -2.052
H 4.253 -5.311 -1.322
H 5.116 -4.050 -2.172
H 4.254 -6.645 -3.554
H 4.761 -5.175 -4.348
H 2.188 -5.425 -2.719
H 2.287 -5.717 -4.444
H 1.478 -3.537 -4.310
H 3.166 -3.302 -4.678
H 3.614 -2.603 -2.504
H 0.156 -2.960 -0.747
H 0.205 -2.261 -3.541
H -1.149 -2.373 -2.451
H 0.094 -4.962 -3.432
H -0.982 -4.055 -4.484
H -2.219 -5.777 -3.300
H -2.792 -4.189 -2.833
H -0.816 -5.824 -1.148
H -2.564 -5.807 -0.893
H -1.636 -4.347 -0.644
C 2.116 3.895 5.939
C 2.829 4.483 4.719
C 3.112 3.477 3.602
C 1.917 3.112 2.735
N 0.814 2.501 3.469
C 0.782 1.229 3.908
Se 2.163 0.002 3.761
N -0.434 0.994 4.446
C -0.967 -0.293 4.878
C -1.273 -0.316 6.371
C -0.051 -0.106 7.262
C 0.905 -1.295 7.248
C -1.229 2.112 4.256
C -2.571 2.339 4.516
C -3.083 3.576 4.165
C -2.278 4.554 3.571
C -0.943 4.317 3.296
C -0.435 3.074 3.640
H 2.195 4.565 6.798
H 2.560 2.937 6.219
H 1.054 3.724 5.760
H 3.784 4.902 5.046
H 2.253 5.326 4.321
H 3.533 2.563 4.026
H 3.869 3.879 2.923
H 2.196 2.426 1.934
H 1.504 4.004 2.262
H -0.256 -1.059 4.586
H -1.866 -0.470 4.283
H -1.720 -1.290 6.593
H -2.035 0.435 6.601
H -0.389 0.080 8.285
H 0.476 0.801 6.946
H 0.376 -2.217 7.503
H 1.713 -1.161 7.969
H 1.358 -1.432 6.266
H -3.200 1.575 4.951
H -4.131 3.785 4.337
H -2.715 5.507 3.300
H -0.333 5.068 2.811
O -0.446 0.698 1.623
N -1.483 0.973 0.774
C -1.505 2.188 0.110
C -2.463 2.447 -0.821
C -3.469 1.497 -1.121
C -3.474 0.309 -0.335
C -2.502 0.066 0.584
H -0.707 2.863 0.379
H -2.421 3.400 -1.337
H -4.220 1.683 -1.875
H -4.251 -0.437 -0.451
H -2.443 -0.825 1.186
S 3.461 0.167 1.200
C -1.575 1.202 -6.835
C -1.824 2.344 -5.840
C -3.274 2.269 -5.342
C -1.638 3.667 -6.582
C -0.880 2.208 -4.644
C -0.047 3.240 -4.222
C 0.766 3.132 -3.084
C 0.715 1.954 -2.385
O 1.342 1.602 -1.225
B 0.886 0.293 -0.892
O 0.022 -0.131 -1.934
C -0.094 0.910 -2.807
C -0.895 1.006 -3.915
H -2.231 1.306 -7.704
H -1.770 0.227 -6.385
H -0.539 1.209 -7.182
H -3.972 2.321 -6.184
H -3.490 3.096 -4.661
H -3.461 1.343 -4.797
H -2.317 3.704 -7.438
H -0.618 3.779 -6.956
H -1.865 4.522 -5.942
H -0.025 4.172 -4.771
H 1.393 3.953 -2.759
H -1.550 0.185 -4.178
```

Output
- ΔE to the lowest compared entry with this formula, charge and spin: 0.000 eV
- Net charge: -1
- 2S+1: 6



ORCA calculation (ωB97M-V with the def2-TZVPD basis set) on C12H42AsF6O9 as an isolated structure in a non-equilibrium geometry.

```
70
C12H42AsF6O9 ωB97M-V with the def2-TZVPD basis set
As -1.205 -0.375 0.277
F -0.410 0.893 1.336
F -1.805 0.935 -0.830
F -2.129 -1.528 -0.774
F -0.587 -1.707 1.281
F -2.665 -0.292 1.344
F 0.272 -0.494 -0.752
O -5.369 0.665 -1.364
H -6.056 0.089 -1.029
H -4.574 0.377 -0.917
O -3.824 -2.742 -2.529
H -3.611 -3.662 -2.686
H -3.032 -2.375 -2.137
O 1.808 1.060 3.104
H 1.129 0.937 2.440
H 1.753 0.277 3.652
O -2.559 0.432 -3.264
H -2.312 0.662 -2.369
H -1.741 0.479 -3.759
O -0.853 -3.942 2.565
H -1.272 -3.381 1.913
H -0.037 -3.491 2.781
C -0.050 -2.934 -3.709
C 1.229 -3.684 -3.198
C 2.163 -3.010 -2.184
O 0.998 -5.042 -2.837
H -0.660 -3.351 -4.510
H 0.356 -1.990 -4.074
H -0.793 -2.783 -2.927
H 1.714 -3.835 -4.162
H 1.701 -2.691 -1.249
H 2.646 -2.103 -2.548
H 3.012 -3.624 -1.885
H 1.899 -5.373 -2.830
C 0.904 2.739 -0.484
C 1.492 3.854 -1.328
C 2.493 4.817 -0.580
O 2.124 3.235 -2.394
H 0.510 1.967 -1.144
H 0.133 3.052 0.220
H 1.568 2.189 0.183
H 0.740 4.416 -1.882
H 3.227 5.055 -1.349
H 3.050 4.338 0.225
H 2.044 5.780 -0.337
H 2.762 2.619 -2.025
C 3.419 -1.383 0.984
C 4.932 -1.463 0.717
C 5.383 -2.299 -0.498
O 5.338 -0.148 0.435
H 3.262 -1.120 2.030
H 2.968 -2.376 0.994
H 2.841 -0.668 0.399
H 5.445 -1.737 1.638
H 5.127 -3.353 -0.387
H 6.450 -2.230 -0.709
H 4.806 -2.137 -1.408
H 4.868 0.465 1.004
C -5.370 2.847 4.505
C -4.281 2.143 3.633
C -3.706 2.875 2.404
O -3.248 2.267 4.600
H -5.004 3.832 4.793
H -5.473 2.444 5.512
H -6.299 2.972 3.948
H -4.328 1.054 3.621
H -3.218 2.149 1.754
H -3.166 3.791 2.639
H -4.563 3.322 1.900
H -2.367 2.293 4.220
```

Output
- ΔE to the lowest compared entry with this formula, charge and spin: 2.306 eV
- Net charge: -1



ORCA calculation (ωB97M-V with the def2-TZVPD basis set) on C23H23N5OSTc as an isolated structure.

```
54
C23H23N5OSTc ωB97M-V with the def2-TZVPD basis set
Tc 1.450 0.765 -1.377
N 5.266 -0.119 0.362
C 4.091 0.342 -0.009
S 3.748 0.832 -1.619
N 3.151 0.512 0.953
N 1.985 0.793 0.453
C 1.173 1.648 1.373
C 0.747 2.845 0.543
C 0.147 3.963 1.088
C -0.203 5.002 0.242
C 0.046 4.891 -1.122
C 0.624 3.737 -1.597
N 0.972 2.730 -0.773
H 6.042 -0.143 -0.281
H 5.430 -0.362 1.329
H 1.847 1.981 2.164
H -0.030 4.016 2.154
H -0.666 5.895 0.642
H -0.211 5.685 -1.809
H 0.829 3.597 -2.651
O -0.770 0.747 -1.421
C -1.588 -0.389 -1.858
C -1.584 -1.488 -0.823
C -0.156 -1.926 -0.464
C 0.649 -2.217 -1.696
C 0.501 -3.423 -2.365
C 1.173 -3.648 -3.550
C 2.017 -2.658 -4.037
C 2.145 -1.493 -3.323
N 1.462 -1.250 -2.178
H -1.214 1.166 -0.670
H -1.143 -0.707 -2.799
H -2.590 -0.023 -2.072
H -2.157 -2.326 -1.227
H -2.096 -1.164 0.087
H -0.185 -2.815 0.166
H 0.327 -1.148 0.129
H -0.143 -4.181 -1.938
H 1.048 -4.580 -4.085
H 2.583 -2.790 -4.948
H 2.821 -0.718 -3.654
C 0.024 0.927 1.914
C -0.924 0.335 2.358
C -2.070 -0.369 2.877
C -2.265 -1.714 2.565
C -3.351 -2.396 3.088
C -4.242 -1.740 3.926
C -4.051 -0.402 4.238
C -2.967 0.287 3.718
H -1.554 -2.224 1.928
H -3.498 -3.441 2.853
H -5.085 -2.275 4.342
H -4.745 0.106 4.894
H -2.811 1.329 3.962
```

Output
- Net charge: +2
- 2S+1: 2



ORCA calculation (ωB97M-V with the def2-TZVPD basis set) on a 2-piece molecular cluster, C4H4N2O overall in a non-equilibrium geometry.

```
11
C4H4N2O ωB97M-V with the def2-TZVPD basis set
N -2.390 -1.444 -1.416
C -1.310 -1.033 -1.463
C 0.062 -0.498 -1.545
O 0.279 0.682 -1.496
C 0.439 1.204 1.161
C 0.383 -0.225 1.294
N 0.502 0.314 2.415
H 0.854 -1.260 -1.632
H 0.294 -1.207 0.839
H 1.362 1.690 0.846
H -0.473 1.777 0.997
```

Output
- ΔE to the lowest compared entry with this formula, charge and spin: 3.988 eV
- Structure (SMILES): C1=NC1.N#CC=O



ORCA calculation (ωB97M-V with the def2-TZVPD basis set) on an isolated ion of composition C11H15N3O7 and charge -2 in a non-equilibrium geometry.

```
36
C11H15N3O7 ωB97M-V with the def2-TZVPD basis set
O -3.436 0.279 1.226
O 4.363 -1.142 0.405
O -1.447 1.277 -3.164
O 0.166 -1.774 1.348
O 0.272 1.900 1.208
O 4.430 -1.916 -1.641
O -2.132 3.289 -3.816
C -3.102 -0.115 0.104
C 3.833 -1.363 -0.702
C -1.726 2.454 -2.960
C 1.286 -1.196 1.294
C -0.177 1.422 0.189
N 2.229 -1.349 2.227
N 0.490 0.446 -0.418
N -2.362 0.594 -0.725
C -3.391 -1.537 -0.332
C 1.865 -1.693 3.623
C 2.467 -0.754 -1.010
C -1.543 2.903 -1.477
C 1.672 -0.197 0.163
C -1.600 1.807 -0.337
H 3.181 -1.102 1.919
H 0.058 0.053 -1.265
H -2.147 0.261 -1.643
H -4.313 -1.861 0.059
H -3.398 -1.637 -1.436
H -2.624 -2.173 0.058
H 1.278 -0.893 4.078
H 2.760 -1.792 4.242
H 1.275 -2.621 3.629
H 1.886 -1.541 -1.527
H 2.636 0.034 -1.729
H -0.595 3.435 -1.428
H -2.354 3.628 -1.269
H 2.297 0.576 0.590
H -2.097 2.298 0.518
```

Output
- ΔE to the lowest compared entry with this formula, charge and spin: 0.000 eV
- Net charge: -2
- Structure (SMILES): CNC(=O)[C@@H](CC(=O)[O-])NC(=O)[C@@H](CC(=O)[O-])NC(C)=O



ORCA calculation (ωB97M-V with the def2-TZVPD basis set) on C17H21AsN5O7PdS2 as an isolated structure in a non-equilibrium geometry.

```
54
C17H21AsN5O7PdS2 ωB97M-V with the def2-TZVPD basis set
Pd 0.076 -1.224 -0.005
O 0.375 -2.265 4.374
As 0.676 -2.125 2.513
O -0.093 -3.410 1.898
O -0.141 -0.705 2.285
C 2.593 -2.427 2.652
C 3.061 -3.179 3.722
C 4.364 -3.638 3.745
C 5.229 -3.373 2.666
C 4.753 -2.647 1.591
C 3.457 -2.175 1.582
S 2.778 -1.401 0.138
O 1.898 -2.428 -0.438
O 3.905 -1.073 -0.722
O 2.063 -0.207 0.608
H -0.396 -1.700 4.457
H 2.384 -3.394 4.539
H 4.714 -4.238 4.574
H 6.246 -3.743 2.680
H 5.368 -2.432 0.729
O 0.131 -0.653 -2.229
N -1.016 -0.816 -2.888
C -1.103 -0.249 -4.146
C -2.235 -0.357 -4.903
C -3.342 -1.054 -4.421
C -3.248 -1.601 -3.122
C -2.103 -1.479 -2.363
S -2.016 -2.148 -0.765
H -0.215 0.275 -4.462
H -2.252 0.117 -5.876
H -4.238 -1.162 -5.014
H -4.077 -2.123 -2.674
C -0.146 2.220 -1.200
N -0.839 3.521 -1.192
C -2.274 3.261 -1.222
N -2.726 2.467 -0.089
C -2.002 1.191 -0.133
N -0.558 1.394 -0.077
C -0.224 2.098 1.151
N -0.917 3.398 1.231
C -0.532 4.185 0.069
C -2.349 3.145 1.143
H 0.932 2.388 -1.137
H -0.368 1.706 -2.136
H -2.510 2.717 -2.141
H -2.808 4.222 -1.219
H -2.266 0.682 -1.064
H -2.308 0.571 0.716
H 0.856 2.262 1.177
H -0.507 1.479 2.003
H 0.545 4.369 0.115
H -1.069 5.145 0.099
H -2.885 4.103 1.198
H -2.642 2.512 1.984
```

Output
- ΔE to the lowest compared entry with this formula, charge and spin: 2.073 eV
- Net charge: -2
- 2S+1: 2



ORCA calculation (ωB97M-V with the def2-TZVPD basis set) on C26H18Cl2N5O8Ti as an isolated structure.

```
60
C26H18Cl2N5O8Ti ωB97M-V with the def2-TZVPD basis set
Ti 0.574 0.014 -0.656
Cl -5.115 -3.856 0.209
C -4.057 -2.542 -0.210
C -2.698 -2.668 0.076
C -1.856 -1.623 -0.242
N -0.488 -1.532 -0.052
C 0.332 -2.604 0.162
O 0.168 -3.580 0.843
C 1.419 -2.247 -1.950
C 2.092 -3.117 -2.804
C 1.872 -2.959 -4.154
C 1.033 -1.944 -4.625
C 0.462 -1.090 -3.709
N 0.667 -1.242 -2.400
C -2.334 -0.462 -0.869
C -3.686 -0.349 -1.144
C -4.545 -1.391 -0.805
Cl -6.239 -1.208 -1.160
N -1.350 0.490 -1.141
C -1.807 1.817 -1.101
O -1.789 2.590 -2.023
C -2.350 2.249 0.260
C -3.052 3.439 0.362
C -3.520 3.825 1.608
C -3.263 3.008 2.696
C -2.544 1.838 2.490
N -2.092 1.459 1.300
H -2.317 -3.554 0.563
H 2.746 -3.859 -2.376
H 2.354 -3.626 -4.859
H 0.854 -1.801 -5.680
H -0.157 -0.252 -4.002
H -4.080 0.530 -1.637
H -3.204 4.034 -0.528
H -4.073 4.748 1.728
H -3.606 3.265 3.689
H -2.321 1.175 3.320
O 1.664 3.849 0.052
C 1.497 2.682 0.314
O 0.552 1.926 -0.198
C 2.354 1.965 1.353
C 1.489 0.978 2.140
C 2.208 0.467 3.381
C 3.271 -0.475 2.763
C 2.993 -0.351 1.271
O 1.529 -0.187 1.265
C 3.432 1.008 0.724
C 3.439 0.970 -0.804
O 4.380 1.403 -1.433
O 2.390 0.404 -1.352
H 2.810 2.723 1.986
H 0.454 1.283 2.273
H 1.520 -0.077 4.026
H 2.637 1.292 3.950
H 3.124 -1.506 3.080
H 4.294 -0.181 2.996
H 3.247 -1.234 0.681
H 4.439 1.275 1.037
O 2.685 -2.902 -0.136
N 1.565 -2.292 -0.550
```

Output
- ΔE to the lowest compared entry with this formula, charge and spin: 0.000 eV
- Net charge: -1



ORCA calculation (ωB97M-V with the def2-TZVPD basis set) on C22H34ClN6O4Sc as an isolated structure in a non-equilibrium geometry.

```
68
C22H34ClN6O4Sc ωB97M-V with the def2-TZVPD basis set
O 1.190 1.913 -3.031
C 1.567 0.714 -3.116
C 1.122 -0.509 -3.871
C -0.151 -1.088 -3.984
H -0.793 -0.970 -3.113
C -0.504 -1.676 -5.202
H -1.520 -2.064 -5.307
C 0.401 -1.736 -6.275
H 0.106 -2.191 -7.225
C 1.708 -1.252 -6.107
H 2.399 -1.292 -6.953
C 2.070 -0.713 -4.882
H 3.072 -0.306 -4.786
H 2.533 0.478 -2.592
C 3.104 -0.744 -0.897
C 1.670 -1.034 -0.904
H 3.627 -1.129 -1.749
H 3.445 -1.388 -0.100
H 3.496 0.250 -0.762
C 1.273 -2.259 -1.183
C 2.134 -3.501 -0.921
H 0.481 -2.519 -1.853
H 2.977 -3.592 -1.606
H 1.547 -4.424 -1.070
H 2.581 -3.575 0.100
Sc 0.252 -0.947 0.545
Cl -0.328 -3.205 0.793
C -1.155 -1.564 3.121
O -0.497 -0.695 2.468
N -1.970 -1.173 4.066
C -1.966 0.223 4.396
C -2.837 -2.114 4.750
H -1.118 -2.639 2.898
H -1.197 0.697 3.796
H -1.708 0.298 5.438
H -2.940 0.618 4.150
H -2.800 -3.028 4.151
H -3.853 -1.722 4.779
H -2.410 -2.319 5.734
H -1.802 3.422 -3.844
H -3.635 2.937 -2.255
C -1.323 2.540 -3.379
C -3.063 2.189 -1.696
N -1.641 2.336 -1.978
H -0.238 2.680 -3.415
C -0.648 2.201 -1.065
O -0.455 1.310 -0.238
H -3.308 2.274 -0.638
H 0.073 3.021 -1.139
H -1.532 1.598 -3.922
H -3.405 1.220 -2.065
H 2.862 2.665 3.690
H 2.882 4.488 1.925
C 3.119 1.940 2.941
C 3.199 3.714 1.235
N 2.725 2.424 1.654
H 2.563 1.043 3.125
C 2.061 1.603 0.856
O 1.619 0.508 1.291
H 2.819 3.988 0.252
H 1.888 1.851 -0.203
H 4.173 1.709 2.960
H 4.285 3.749 1.171
N -1.812 -0.704 -0.529
C -2.899 -0.654 -0.068
N -4.103 -0.613 0.405
C -4.302 -0.437 1.693
N -4.521 -0.282 2.840
```

Output
- ΔE to the lowest compared entry with this formula, charge and spin: 0.000 eV



E_tot: -5651.934764; -3994.668754; -1717.699636; -339.435105; -1119.271717; -4620.853971; -3647.398863; -2709.061693 (Eh)